Arrangement i

Computed, not measured: C7H10O3 in the gas phase, with ωB97M-V with the def2-TZVPD basis set.

For the frontier orbital gap, the calculation gives 9.61 eV. As for the SMILES: CC(C)(/C=C\O)[C@@H]1OC1=O. The HOMO energy comes out at -0.332 hartree. As for the molecular weight: 142.2 g/mol. As for the spin multiplicity: 1.

Last columns: bonded neighbours and bond lengths (Å).
Element x y z (Å)
1 C 0.10 0.60 -1.49  C2 1.560, H11 1.093, H12 1.126, H13 1.121
2 C 0.11 0.36 0.05  C1 1.560, C3 1.481, C4 1.604, C7 1.571
3 C -0.01 1.71 0.64  C2 1.481, H14 1.074, H15 1.155, H16 1.075
4 C 1.55 -0.23 0.44  C2 1.604, C5 1.355, H17 1.050
5 C 1.94 -1.52 0.50  C4 1.355, O6 1.334, H18 0.996
6 O 1.14 -2.58 0.38  C5 1.334, H19 1.009
7 C -1.17 -0.47 0.44  C2 1.571, O8 1.489, C9 1.522, H20 1.110
8 O -2.03 -1.16 -0.57  C7 1.489, C9 1.311
9 C -2.64 -0.24 0.13  C7 1.522, O8 1.311, O10 1.194
10 O -3.74 0.16 0.39  C9 1.194
11 H 0.97 1.05 -1.97  C1 1.093
12 H -0.65 1.39 -1.79  C1 1.126
13 H 0.23 -0.43 -1.91  C1 1.121
14 H -0.97 2.06 0.31  C3 1.074
15 H 0.86 2.28 0.14  C3 1.155
16 H 0.04 1.76 1.71  C3 1.075
17 H 2.28 0.52 0.30  C4 1.050
18 H 2.91 -1.76 0.47  C5 0.996
19 H 0.14 -2.48 0.43  O6 1.009
20 H -1.04 -1.02 1.39  C7 1.110

---

Arrangement ii

Computed, not measured: C7H10O3 in the gas phase, with ωB97M-V with the def2-TZVPD basis set.

For the frontier orbital gap, the calculation gives 9.78 eV. As for the SMILES: C=C(C(=O)O)[C@@H](C)C(C)=O. The HOMO energy comes out at -0.354 hartree. As for the molecular weight: 142.2 g/mol. As for the spin multiplicity: 1.

Last columns: bonded neighbours and bond lengths (Å).
Element x y z (Å)
1 C 1.55 1.72 -0.01  C2 1.327, H11 1.087, H12 1.086
2 C 0.76 0.69 0.26  C1 1.327, C3 1.676, C6 1.469
3 C -0.64 1.13 1.08  C2 1.676, O4 1.213, O5 1.344
4 O -1.20 2.20 0.97  C3 1.213
5 O -0.76 0.37 2.18  C3 1.344, H13 0.977
6 C 0.62 -0.65 -0.34  C2 1.469, C7 1.514, C8 1.601, H14 1.096
7 C 1.13 -1.78 0.53  C6 1.514, H15 1.097, H16 1.097, H17 1.096
8 C -0.97 -0.74 -0.56  C6 1.601, C9 1.514, O10 1.229
9 C -1.50 0.07 -1.73  C8 1.514, H18 1.093, H19 1.091, H20 1.091
10 O -1.62 -1.66 -0.07  C8 1.229
11 H 2.43 1.58 -0.62  C1 1.087
12 H 1.37 2.70 0.40  C1 1.086
13 H -1.35 0.86 2.78  O5 0.977
14 H 1.08 -0.68 -1.33  C6 1.096
15 H 1.15 -1.71 1.62  C7 1.097
16 H 2.16 -2.10 0.35  C7 1.097
17 H 0.68 -2.78 0.52  C7 1.096
18 H -1.73 -0.62 -2.54  C9 1.093
19 H -2.40 0.60 -1.41  C9 1.091
20 H -0.77 0.80 -2.08  C9 1.091

---

According to the calculations, the structures order from most to least stable as arrangement ii, arrangement i.